1.
The following is a quantum chemistry calculation of a structure of composition C19H15N8O2Ru, from the Open Molecules 2025 dataset.

Results
LUMO energy (spin up / spin down) = -0.2133 / -0.3326 Ha
<S²> = 8.793
HOMO level (spin up / spin down) = -12.15 / -14.52 eV
Multiplicity = 6
Frontier orbital gap (spin up / spin down) = 6.34 / 5.47 eV
E_tot = -38527.2180 eV
Total charge = +2

Geometry as XYZ:
```
45
Properties=species:S:1:pos:R:3:forces:R:3:nbo_charge:R:1
Ru 0.27363 -0.42227 -0.88327 0.410 0.206 0.166 1.364
O -1.73713 4.43996 0.26372 -0.018 -0.089 -0.109 -0.519
C -0.60871 4.50561 0.88086 0.052 -0.003 -0.018 0.460
C -0.28231 5.73953 1.52893 -0.137 -0.056 -0.044 -0.173
C 0.88698 5.84973 2.20993 0.181 -0.092 0.061 -0.189
C 1.77127 4.74746 2.26217 -0.040 0.129 0.026 -0.020
C 1.47466 3.53348 1.61375 0.016 -0.003 -0.051 -0.182
C 0.30759 3.38284 0.91754 0.045 0.021 0.084 -0.054
C -0.02035 2.12788 0.23327 0.056 -0.019 0.086 0.468
O 0.87935 1.16227 0.15334 -0.129 -0.047 -0.153 -0.653
N -1.20013 1.98250 -0.28290 0.018 -0.102 -0.165 -0.342
N -1.29686 0.76974 -0.87062 -0.510 -0.026 -0.111 -0.380
C -2.41504 0.35545 -1.53419 0.190 0.171 0.136 0.024
C -2.29817 -0.90294 -2.11957 0.099 -0.050 0.052 0.107
C -3.32380 -1.57408 -2.81720 -0.034 0.002 -0.043 -0.190
C -3.10172 -2.83226 -3.30168 -0.060 0.023 -0.011 -0.126
C -1.84749 -3.44560 -3.11525 0.044 -0.008 -0.028 -0.247
C -0.86776 -2.76095 -2.45248 0.015 0.033 -0.081 0.065
N -1.06287 -1.51811 -1.95618 -0.115 -0.100 0.031 -0.520
H -1.83893 3.51690 -0.14445 -0.078 0.061 0.109 0.524
H -0.99656 6.54953 1.45843 -0.005 -0.032 -0.015 0.267
H 1.14136 6.77275 2.71170 0.035 -0.019 0.006 0.262
H 2.69877 4.83811 2.81212 -0.005 -0.002 -0.009 0.247
H 2.16853 2.70568 1.65618 0.033 0.028 0.032 0.255
H -3.29657 0.97791 -1.56940 -0.020 -0.010 -0.033 0.239
H -4.27388 -1.07464 -2.94939 0.000 -0.032 0.000 0.248
H -3.88675 -3.35881 -3.82742 0.008 0.013 -0.002 0.251
H -1.64537 -4.43753 -3.49152 -0.010 0.011 0.007 0.253
H 0.11571 -3.18848 -2.30957 0.006 -0.003 0.066 0.213
N 4.03956 -2.43263 -0.85937 0.071 -0.018 0.002 -0.302
C 3.22762 -1.61391 -1.51177 -0.033 -0.028 -0.030 0.252
N 2.09143 -1.53163 -0.83137 -0.166 -0.051 0.118 -0.572
C 2.29341 -2.34642 0.25780 0.058 0.030 -0.070 0.304
N 3.46901 -2.90803 0.26639 0.037 0.005 -0.055 -0.196
C 1.25131 -2.51158 1.27075 0.015 -0.084 0.112 0.096
C 1.41255 -3.27544 2.41854 -0.022 -0.010 -0.021 0.055
N 0.43834 -3.37602 3.31344 -0.017 -0.011 0.041 -0.311
C -0.69357 -2.72736 3.07067 0.082 -0.044 -0.031 0.031
C -0.86488 -1.96453 1.92013 -0.074 -0.010 -0.042 0.024
N 0.11181 -1.86135 1.02779 0.001 0.198 -0.052 -0.437
H 4.97757 -2.71638 -1.10674 -0.003 0.003 0.003 0.455
H 3.46454 -1.11442 -2.43727 0.016 -0.007 0.016 0.253
H 2.33824 -3.80543 2.60815 -0.015 0.005 0.013 0.240
H -1.48473 -2.81443 3.80463 -0.004 0.006 -0.012 0.234
H -1.78965 -1.44210 1.71133 0.006 0.014 0.020 0.224
```
Positions in Å, forces in eV/Å.



2.
The following is a quantum chemistry calculation of a structure of composition C22H25FN4O, from the Open Molecules 2025 dataset.

Results
LUMO energy = 0.0250 Ha
HOMO level = -7.84 eV
Multiplicity = 1
Frontier orbital gap = 8.52 eV
E_tot = -33927.2443 eV
Energy above the lowest of the compared OMol25 structures with the same formula, charge and spin = 446.9 kcal per mole

Geometry as XYZ:
```
53
Properties=species:S:1:pos:R:3:forces:R:3:nbo_charge:R:1
C 1.78684 -1.26597 4.73794 5.774 0.883 -6.391 -0.382
N 0.91248 -1.70606 3.66498 3.202 -2.395 -0.569 -0.481
C -0.29640 -1.01319 3.51102 -2.649 -2.553 4.231 -0.303
C -0.21056 0.25850 2.83162 3.867 -3.793 2.991 0.509
N -0.99939 0.78788 2.09705 -13.065 -14.364 2.263 -0.501
C -0.64564 1.77859 1.62481 4.529 11.068 -5.694 0.340
N 0.44163 2.03419 2.17372 8.807 7.277 -1.541 -0.183
O 0.96565 0.99811 2.84144 -3.725 -0.397 0.690 -0.261
C -1.26024 2.55347 0.55307 -2.669 0.668 0.153 -0.499
C -0.67422 2.85131 -0.77393 2.961 -1.637 -1.817 -0.023
C -1.42478 2.67126 -2.01686 0.402 2.371 2.661 0.356
C -0.71917 2.96895 -3.18362 -4.700 1.634 -2.698 -0.235
C 0.63243 3.41509 -3.18937 -8.841 -1.793 -5.151 -0.236
C 1.25483 3.10850 -2.17278 9.824 1.159 8.643 -0.209
C 0.82746 2.98140 -0.89263 -7.625 -1.404 1.576 -0.211
H 1.19983 2.87018 0.11984 1.365 0.281 -0.598 0.261
H 2.31139 3.42894 -2.08490 0.141 -0.764 -0.873 0.209
H 0.92563 3.41821 -4.13877 2.184 1.077 -3.565 0.223
H -1.44458 3.13202 -4.21201 2.309 -0.717 2.983 0.230
F -2.86886 2.64941 -1.85626 3.108 -0.458 -1.032 -0.356
H -2.23736 2.10817 0.41197 -0.141 -0.689 -0.372 0.259
H -1.64459 3.40092 1.07213 0.104 1.658 0.123 0.254
H -0.62415 -0.86526 4.65517 0.625 0.449 -2.102 0.236
H -1.21926 -1.77211 3.33255 1.972 2.136 -0.880 0.247
C 1.84780 -2.11101 2.33408 -7.570 3.723 2.992 -0.214
C 0.65463 -2.52737 1.35305 -1.444 4.838 5.002 -0.210
N 1.38791 -3.00527 0.41912 -0.483 -10.256 -11.074 -0.443
C 0.47257 -3.78057 -0.80882 -0.805 3.367 4.397 -0.282
C -0.29939 -2.65613 -1.40114 3.539 5.268 -3.329 -0.035
C -1.49832 -2.84553 -2.13155 2.726 -1.145 1.832 -0.216
C -1.98971 -2.00005 -3.02462 1.905 3.215 1.250 -0.210
C -1.30674 -0.66666 -3.08871 -13.061 -6.116 -6.071 -0.187
C -0.26794 -0.43251 -2.51115 9.991 4.328 6.483 -0.263
C 0.40933 -1.27950 -1.57734 -4.422 -4.860 -1.568 0.074
C 1.67016 -0.99435 -0.89451 -1.022 -5.712 -2.504 -0.479
C 2.27178 -2.41008 -0.50643 0.946 6.943 6.514 -0.224
H 2.94440 -2.81644 -1.22092 -0.345 -1.396 -0.457 0.236
H 2.85526 -2.04607 0.39360 1.886 0.216 -1.821 0.206
H 1.43197 -0.34383 -0.18490 0.062 2.855 3.515 0.214
H 2.29201 -0.72598 -1.62835 2.636 2.347 -2.446 0.222
H 0.05973 0.62802 -2.56740 0.397 -0.743 0.097 0.208
H -2.09716 -0.11559 -3.59851 1.357 1.465 -0.266 0.223
H -2.97186 -2.17866 -3.31443 -1.447 0.106 -1.312 0.206
H -1.88925 -3.77885 -1.88816 -1.360 -1.641 -0.092 0.192
H 1.11844 -4.44912 -1.31235 0.295 -0.441 -0.752 0.219
H -0.32774 -4.14149 -0.23879 -0.765 -2.384 0.969 0.200
H 0.01679 -3.23511 1.90381 0.296 -0.214 -0.434 0.216
H -0.09941 -1.58660 1.10342 1.702 -1.669 0.406 0.140
H 2.18751 -1.12635 2.04139 1.266 -0.275 -0.084 0.206
H 2.39347 -2.89687 2.73103 1.478 -1.180 0.014 0.225
H 1.42142 -1.23167 5.66073 -1.969 0.552 3.691 0.187
H 2.75898 -1.98613 4.78811 -2.353 1.409 -0.111 0.189
H 2.31801 -0.21039 4.28931 -1.197 -2.295 2.129 0.156
```
Positions in Å, forces in eV/Å.



3.
The following is a quantum chemistry calculation of a structure of composition C15H40O5, from the Open Molecules 2025 dataset.

Results
LUMO energy = 0.0098 Ha
HOMO level = -7.91 eV
Multiplicity = 1
Frontier orbital gap = 8.18 eV
E_tot = -26425.8878 eV
Energy above the lowest of the compared OMol25 structures with the same formula, charge and spin = 365.4 kcal per mole

Geometry as XYZ:
```
60
Properties=species:S:1:pos:R:3:forces:R:3:nbo_charge:R:1
C -1.81588 1.27701 -0.99913 -1.105 -0.735 0.708 -0.685
C -0.82207 0.25058 -0.41571 -0.266 2.453 -1.090 0.058
C 0.49719 0.89646 -0.49170 -3.660 -1.902 -0.096 -0.542
O -0.98970 -0.06739 0.92961 11.478 -10.585 -8.522 -0.706
H -2.25261 0.86571 -1.90919 0.107 0.356 -0.259 0.208
H -1.39612 2.27138 -1.15121 0.035 -0.077 -0.128 0.193
H -2.63486 1.32835 -0.28168 -0.248 0.358 -0.241 0.266
H -0.85706 -0.65683 -1.01862 -0.528 2.651 1.366 0.201
H 0.68158 1.28200 -1.49443 -0.523 0.022 -0.158 0.197
H 1.28659 0.18429 -0.25135 -2.646 -1.116 1.042 0.211
H 0.63185 1.72467 0.20403 -1.271 -0.755 -0.410 0.178
H -0.87436 0.71235 1.47761 2.865 -1.948 -3.000 0.470
C 0.33734 0.29595 2.92039 1.810 -0.943 0.546 -0.682
C -0.94737 1.08557 2.93348 1.042 1.861 6.276 0.013
C -1.01160 2.20070 4.06628 -0.879 -0.770 0.307 -0.643
O -1.07829 1.69149 1.67323 -2.091 11.884 3.853 -0.646
H 0.71935 -0.09994 3.86137 -0.613 0.245 0.369 0.230
H 1.19370 0.84089 2.52316 0.008 0.547 -0.087 0.198
H 0.22553 -0.53978 2.22963 0.380 -0.065 0.770 0.262
H -1.76265 0.37337 3.06072 -0.194 0.587 -0.133 0.276
H -0.69323 1.90421 5.06569 0.581 -0.731 -0.254 0.225
H -2.04804 2.43076 4.31318 -0.276 0.178 -0.642 0.228
H -0.51398 3.15989 3.92334 0.243 -0.151 -0.732 0.208
H -0.45643 2.42112 1.62288 0.126 0.321 0.123 0.499
C 3.05976 2.57867 -2.53531 0.097 0.137 -0.305 -0.640
C 3.68358 2.06087 -1.24024 -0.631 0.743 0.389 0.100
C 2.63860 1.41356 -0.33612 3.965 1.908 -1.562 -0.622
O 4.68362 1.13328 -1.52478 0.598 -0.720 -0.305 -0.711
H 3.80851 2.83924 -3.28336 0.460 0.045 0.132 0.204
H 2.51959 3.51397 -2.38859 -0.405 -0.179 0.124 0.211
H 2.46450 1.82369 -3.04889 -0.353 -0.025 0.241 0.205
H 4.14899 2.91958 -0.75639 0.072 0.292 0.314 0.137
H 1.93552 2.17316 0.00560 1.923 0.296 0.313 0.185
H 3.07312 0.80256 0.45506 0.068 0.221 0.173 0.212
H 1.94355 0.81100 -0.92087 4.807 1.143 -0.926 0.226
H 5.21722 1.56973 -2.19291 0.400 -0.333 -0.104 0.461
C -2.86005 -1.77648 -0.24546 0.007 -0.688 -0.263 -0.654
C -3.16263 -1.42951 1.20304 1.697 1.384 1.123 0.099
C -2.29928 -2.27045 2.20659 -0.665 -0.293 -0.335 -0.637
O -2.83765 -0.03227 1.40748 -12.967 -1.633 3.104 -0.822
H -3.16228 -0.95245 -0.89179 -0.163 -0.063 0.024 0.210
H -3.34206 -2.68352 -0.61022 -0.303 -0.127 0.170 0.205
H -1.79530 -1.96099 -0.38818 -0.982 0.070 0.438 0.205
H -4.21050 -1.61759 1.43689 -0.083 0.269 0.007 0.172
H -1.24013 -2.33539 1.95741 -0.103 -0.076 -0.446 0.198
H -2.73210 -3.26918 2.26417 0.229 -0.282 -0.017 0.201
H -2.29843 -1.89154 3.22860 -0.457 0.333 -0.007 0.202
H -1.92860 0.11562 1.13663 -3.715 -0.583 -0.313 0.415
C 1.40092 -1.98272 -3.33647 0.541 -0.600 1.693 -0.634
C 0.68922 -2.91869 -2.33495 4.049 -0.175 -0.228 0.098
C 0.17363 -2.30201 -1.07931 0.461 -1.534 -0.704 -0.610
O -0.28916 -3.56031 -3.00636 -2.532 -0.926 -0.626 -0.685
H 2.23664 -1.61121 -2.74349 0.091 0.960 -0.278 0.205
H 0.70386 -1.23205 -3.70891 0.303 0.184 -0.146 0.194
H 1.88159 -2.58627 -4.10639 -0.506 0.124 -0.287 0.223
H 1.42793 -3.67913 -2.08173 0.241 -0.205 0.102 0.160
H -0.31805 -3.10170 -0.52538 -0.238 0.099 -0.082 0.233
H -0.53948 -1.59866 -1.50929 0.735 -1.487 0.100 0.166
H 0.89535 -1.88705 -0.37573 0.016 0.450 -0.479 0.223
H -0.98874 -2.90838 -2.92164 -1.032 -0.413 -0.641 0.447
```
Positions in Å, forces in eV/Å.



4.
The following is a quantum chemistry calculation of an isolated molecule of C6H7ClN6OS, from the Open Molecules 2025 dataset.

Results
LUMO energy (spin up / spin down) = -0.0358 / -0.0358 Ha
HOMO level (spin up / spin down) = -7.92 / -7.92 eV
Multiplicity = 1
Frontier orbital gap (spin up / spin down) = 6.94 / 6.94 eV
E_tot = -40674.5845 eV

Geometry as XYZ:
```
22
Properties=species:S:1:pos:R:3:forces:R:3:nbo_charge:R:1
C -2.23585 -1.63007 0.03039 -0.502 -1.015 1.361 0.410
C 1.14030 1.12896 -3.06201 -1.773 0.560 1.381 -0.213
C 0.57862 0.30143 -2.14050 -0.841 0.880 -0.043 0.158
C -0.22750 2.74886 -2.40659 0.003 -1.059 1.445 0.021
C -0.26993 -1.68453 -1.19790 1.175 0.197 -1.916 0.644
C -0.87429 1.36689 2.10447 3.074 -3.993 -3.052 -0.246
N -2.99544 -2.06473 0.79006 -0.245 0.033 -0.235 -0.429
N 0.66997 2.40768 -3.22182 -1.206 1.664 1.154 -0.360
N 0.59307 -0.95835 -1.97699 0.542 -2.075 0.977 -0.570
N 0.06432 -3.02597 -1.24571 -3.708 -0.460 1.178 -0.804
N 0.41145 1.67558 0.12244 -0.362 -0.689 2.620 -0.500
N -1.32892 -1.06516 -0.70197 1.403 -0.502 -1.002 -0.694
O -0.13681 2.29064 1.30385 0.198 0.201 -0.946 -0.388
S -0.63722 1.33528 -1.11818 -0.071 1.984 -2.139 0.881
Cl -0.85525 4.26031 -1.93413 0.077 0.158 -0.480 0.069
H 1.83915 0.95196 -3.75766 2.469 -1.713 -2.056 0.222
H -0.13827 0.73076 2.80286 -1.921 1.407 -1.427 0.193
H -1.36491 0.70859 1.26327 0.317 0.603 2.432 0.190
H -1.52671 2.01137 2.52683 -2.349 1.308 2.094 0.198
H 0.97800 -3.37290 -1.33820 1.156 0.274 -0.474 0.413
H -0.67180 -3.76675 -1.16116 1.034 1.407 0.322 0.408
H 1.12327 2.32821 -0.02663 1.531 0.830 -1.194 0.397
```
Positions in Å, forces in eV/Å.